# 1
Below is a structure of composition C18H48F5N7O4P2Si2 in a non-equilibrium geometry, with properties calculated with wB97M-V/def2-TZVPD.

The calculation puts the energy above the lowest of the compared OMol25 structures with the same formula, charge and spin at 316.6 kJ/mol. Its largest force on an atom is 8.20 eV/A. The spin multiplicity is 1. For the HOMO energy, the calculation gives -0.281 Eh. As for the molar mass: 639.74 g/mol. Its HOMO-LUMO gap is 6.997 eV.

Atoms and positions in Å:
C1 -4.753 2.835 1.176
C2 -4.166 1.482 0.490
Si1 -3.610 1.817 -1.303
C3 -4.799 3.055 -2.186
C4 -6.210 2.436 -2.563
N1 -7.117 2.004 -1.734
O1 -3.246 0.418 -2.235
Si2 -4.420 -0.841 -2.102
O2 -3.890 -2.228 -1.239
C5 -1.921 2.789 -1.153
F1 -2.193 4.132 -0.815
F2 -1.136 2.220 -0.068
C6 -1.002 2.657 -2.477
F3 -0.129 1.578 -2.343
F4 -1.724 2.590 -3.664
F5 -0.182 3.835 -2.595
H1 -3.954 3.617 1.354
H2 -5.250 2.569 2.174
H3 -5.571 3.313 0.548
H4 -3.223 1.243 1.099
H5 -4.981 0.707 0.609
H6 -4.905 3.954 -1.482
H7 -4.291 3.442 -3.132
H8 -6.458 2.388 -3.680
H9 -6.744 2.141 -0.781
H10 -5.587 -0.268 -1.394
H11 -4.867 -1.161 -3.477
H12 -3.505 -2.858 -1.891
O3 -1.368 -4.389 -0.516
P1 -0.489 -5.398 0.243
N2 -1.794 -6.066 1.123
C7 -2.166 -5.785 2.490
C8 -2.882 -6.670 0.358
N3 0.346 -4.196 1.147
C9 0.440 -4.105 2.592
C10 0.426 -2.854 0.574
N4 0.594 -6.581 1.008
C11 1.945 -6.521 0.400
C12 0.196 -7.999 0.970
H13 -1.338 -5.959 3.178
H14 -2.953 -6.457 2.845
H15 -2.529 -4.758 2.605
H16 -2.672 -7.732 0.180
H17 -3.016 -6.194 -0.617
H18 -3.846 -6.604 0.868
H19 -0.462 -3.669 3.032
H20 1.284 -3.473 2.886
H21 0.640 -5.069 3.062
H22 -0.500 -2.291 0.744
H23 0.616 -2.899 -0.499
H24 1.255 -2.286 1.005
H25 1.922 -6.833 -0.650
H26 2.644 -7.164 0.942
H27 2.363 -5.515 0.438
H28 -0.057 -8.320 -0.045
H29 -0.651 -8.199 1.626
H30 1.000 -8.639 1.343
O4 4.749 2.126 1.392
P2 4.664 3.525 0.759
N5 2.961 3.618 0.880
C13 1.994 3.391 -0.169
C14 2.376 3.523 2.214
N6 5.175 3.002 -0.798
C15 4.461 3.171 -2.051
C16 5.991 1.791 -0.870
N7 4.676 5.174 0.095
C17 6.066 5.674 -0.037
C18 3.941 6.215 0.833
H31 2.183 4.032 -1.031
H32 0.976 3.654 0.133
H33 1.985 2.342 -0.484
H34 2.298 4.522 2.662
H35 2.978 2.908 2.888
H36 1.375 3.084 2.207
H37 3.667 2.427 -2.170
H38 5.140 3.061 -2.902
H39 4.038 4.169 -2.161
H40 5.372 0.889 -0.806
H41 6.726 1.769 -0.064
H42 6.561 1.749 -1.802
H43 6.542 5.786 0.943
H44 6.085 6.639 -0.551
H45 6.684 5.000 -0.631
H46 4.219 6.232 1.891
H47 2.862 6.082 0.754
H48 4.136 7.205 0.410


# 2
Below is the molecule C25H29N3O5S, with properties calculated with wB97M-V/def2-TZVPD.

The calculation puts the energy above the lowest of the compared OMol25 structures with the same formula, charge and spin at 64.7 kJ/mol. Its largest force on an atom is 0.90 eV/A. The spin multiplicity is 1. For the HOMO energy, the calculation gives -0.304 Eh. As for the molar mass: 483.59 g/mol. Its HOMO-LUMO gap is 8.637 eV.

Atoms and positions in Å:
C1 -6.910 0.105 -0.207
C2 -5.937 0.142 0.952
O1 -6.271 0.569 2.037
C3 -4.571 -0.357 0.700
C4 -4.166 -0.935 -0.505
C5 -2.870 -1.364 -0.679
C6 -1.911 -1.233 0.337
N1 -0.621 -1.700 0.128
C7 0.310 -1.762 1.237
C8 1.431 -2.766 0.921
N2 2.078 -2.417 -0.320
C9 3.262 -1.785 -0.487
O2 3.581 -1.320 -1.566
C10 4.217 -1.767 0.705
C11 5.442 -0.929 0.391
S1 5.218 0.733 1.118
O3 6.168 1.630 0.520
O4 5.248 0.574 2.550
C12 3.553 1.233 0.668
C13 2.607 1.340 1.668
C14 1.299 1.697 1.373
C15 0.977 1.930 0.044
C16 1.950 1.846 -0.960
C17 3.248 1.501 -0.658
C18 1.334 2.157 -2.292
C19 -0.149 2.393 -1.954
N3 -0.266 2.236 -0.506
C20 -1.436 2.338 0.197
C21 -2.667 2.600 -0.636
O5 -1.477 2.214 1.401
C22 1.128 -2.411 -1.414
C23 0.045 -1.378 -1.120
C24 -2.328 -0.677 1.552
C25 -3.625 -0.250 1.721
H1 -7.085 -0.924 -0.512
H2 -6.514 0.660 -1.054
H3 -7.853 0.548 0.106
H4 -4.866 -1.065 -1.316
H5 -2.603 -1.834 -1.614
H6 -0.219 -2.109 2.125
H7 0.758 -0.778 1.442
H8 2.141 -2.794 1.745
H9 0.994 -3.764 0.803
H10 3.731 -1.350 1.589
H11 4.496 -2.800 0.924
H12 6.350 -1.315 0.843
H13 5.573 -0.803 -0.681
H14 2.914 1.147 2.685
H15 0.553 1.792 2.144
H16 4.010 1.428 -1.416
H17 1.794 3.042 -2.734
H18 1.471 1.330 -2.989
H19 -0.796 1.669 -2.460
H20 -0.470 3.398 -2.244
H21 -3.519 2.669 0.033
H22 -2.570 3.528 -1.194
H23 -2.831 1.782 -1.335
H24 1.663 -2.157 -2.330
H25 0.690 -3.409 -1.504
H26 -0.673 -1.352 -1.936
H27 0.531 -0.394 -1.044
H28 -1.631 -0.536 2.360
H29 -3.929 0.202 2.652


# 3
Below is the molecule C5H6O, with properties calculated with wB97M-V/def2-TZVPD.

The calculation puts the energy above the lowest of the compared OMol25 structures with the same formula, charge and spin at 139.9 kJ/mol. Its largest force on an atom is 0.43 eV/A. The spin multiplicity is 1. For the HOMO energy, the calculation gives -0.361 Eh. As for the molar mass: 82.10 g/mol. Its HOMO-LUMO gap is 10.400 eV.

Atoms and positions in Å:
C1 1.486 -1.738 -0.344
C2 0.697 -0.713 -0.212
C3 -0.213 0.208 -0.012
C4 -0.080 1.376 0.918
C5 -1.454 0.095 -0.812
O1 -2.336 0.923 -0.780
H1 1.290 -2.573 0.322
H2 2.307 -1.794 -1.054
H3 0.839 1.315 1.505
H4 -0.073 2.292 0.321
H5 -0.944 1.425 1.588
H6 -1.519 -0.817 -1.440


# 4
Below is the molecule C2Cl2F2 in a non-equilibrium geometry, with properties calculated with wB97M-V/def2-TZVPD.

The calculation puts the energy above the lowest of the compared OMol25 structures with the same formula, charge and spin at 29.6 kJ/mol. Its largest force on an atom is 2.13 eV/A. The spin multiplicity is 1. For the HOMO energy, the calculation gives -0.347 Eh. As for the molar mass: 132.92 g/mol. Its HOMO-LUMO gap is 10.166 eV.

Atoms and positions in Å:
F1 0.396 1.730 0.146
C1 0.525 0.409 -0.021
Cl1 2.047 -0.212 -0.142
C2 -0.547 -0.384 -0.008
F2 -0.262 -1.688 0.158
Cl2 -2.159 0.145 -0.132


# 5
Below is the molecule C4H4FN in a non-equilibrium geometry, with properties calculated with wB97M-V/def2-TZVPD.

The calculation puts the energy above the lowest of the compared OMol25 structures with the same formula, charge and spin at 69.8 kJ/mol. Its largest force on an atom is 2.94 eV/A. The spin multiplicity is 1. For the HOMO energy, the calculation gives -0.381 Eh. As for the molar mass: 85.08 g/mol. Its HOMO-LUMO gap is 10.570 eV.

Atoms and positions in Å:
C1 0.011 1.404 -0.021
C2 -0.283 0.072 -0.009
C3 -1.633 -0.343 -0.025
N1 -2.754 -0.579 -0.134
C4 0.808 -0.946 0.049
F1 2.033 -0.391 -0.190
H1 1.040 1.732 0.057
H2 -0.718 2.166 -0.152
H3 0.867 -1.326 1.064
H4 0.629 -1.788 -0.638